# 1
Formula: C10H15N2OS
Source: the OMol25 dataset
Level of theory: ωB97M-V/def2-TZVPD

## Properties
highest occupied orbital energy: -0.44484 Eh
charge: +1

```
29
Properties=species:S:1:pos:R:3:nbo_charge:R:1
C -2.14 -2.06 1.24 -0.083
C -1.71 -1.66 0.20 -0.118
C -1.60 -1.15 -1.12 -0.308
N -1.25 0.24 -1.22 -0.308
C -0.40 0.68 -2.32 -0.477
C -2.46 1.14 -1.09 -0.433
C -0.27 0.55 -0.05 0.775
O -0.68 1.33 0.78 -0.479
C 1.07 -0.27 0.19 -0.257
N 1.11 -0.77 1.53 -0.633
C 2.26 -0.55 2.34 -0.208
C 2.77 0.75 1.66 -0.505
C 2.24 0.67 0.25 -0.024
S 2.65 1.50 -1.05 0.130
H -2.17 -2.61 2.14 0.258
H -2.54 -1.33 -1.76 0.279
H -0.79 -1.78 -1.55 0.267
H -0.64 0.17 -3.28 0.247
H -0.54 1.73 -2.54 0.249
H 0.72 0.58 -2.00 0.264
H -2.94 1.22 -2.04 0.239
H -3.12 0.76 -0.17 0.260
H -2.22 2.11 -0.70 0.263
H 1.38 -0.88 -0.61 0.221
H 0.21 -1.29 1.91 0.415
H 3.03 -1.31 2.27 0.198
H 1.81 -0.31 3.27 0.228
H 3.90 0.80 1.75 0.265
H 2.34 1.75 1.99 0.277
```



# 2
Formula: H4NO2PS
Source: the OMol25 dataset
Level of theory: ωB97M-V/def2-TZVPD

## Properties
highest occupied orbital energy: -0.33937 Eh

```
9
Properties=species:S:1:pos:R:3:nbo_charge:R:1
N 0.47 1.06 0.78 -1.220
P -0.50 -0.04 -0.02 1.922
O -0.83 -1.16 1.08 -0.949
O 0.71 -0.88 -0.75 -1.053
S -1.78 0.73 -1.24 -0.576
H 1.51 1.13 0.68 0.427
H 0.00 2.01 0.59 0.412
H -0.55 -1.94 0.54 0.510
H 0.97 -0.93 -1.65 0.528
```



# 3
Formula: C2H5O2P
Source: the OMol25 dataset
Level of theory: ωB97M-V/def2-TZVPD

## Properties
highest occupied orbital energy: -0.34853 Eh

```
10
Properties=species:S:1:pos:R:3:nbo_charge:R:1
C -1.67 -1.19 -0.02 -1.084
P -0.83 0.15 0.87 1.367
O -0.25 1.04 -0.14 -1.025
H -1.54 -2.08 0.63 0.240
H -1.05 -1.41 -0.94 0.254
H -2.63 -0.98 -0.32 0.253
C 2.01 1.14 -0.02 0.320
O 2.07 0.44 0.95 -0.557
H 1.58 0.72 -0.89 0.119
H 2.30 2.17 -0.12 0.112
```



# 4
Formula: C5H11N
Source: the OMol25 dataset
Level of theory: ωB97M-V/def2-TZVPD

## Properties
highest occupied orbital energy: -0.33977 Eh

```
17
Properties=species:S:1:pos:R:3:nbo_charge:R:1
C 1.49 0.62 -1.84 -0.615
C 1.14 0.67 -0.38 -0.219
N -0.25 0.35 -0.20 -0.398
C -0.50 -1.10 -0.31 -0.278
C -0.56 -0.36 0.99 -0.084
C -1.80 -0.06 1.81 -0.625
H 1.02 1.49 -2.33 0.211
H 1.14 -0.26 -2.34 0.209
H 2.59 0.78 -2.00 0.209
H 1.32 1.71 0.01 0.196
H 1.81 0.01 0.19 0.160
H 0.31 -1.81 -0.51 0.197
H -1.47 -1.32 -0.78 0.202
H 0.31 -0.72 1.60 0.182
H -1.75 0.99 2.23 0.222
H -2.83 -0.13 1.26 0.215
H -1.96 -0.86 2.61 0.218
```



Record order is preserved below.
Orbital gap: 8.40 9.65 8.90 10.45 eV
Record order is preserved below.
Relative energy (zero: lowest compared OMol25 entry of this formula, charge and spin): 478.91 26.67 161.94 151.72 kJ/mol
Record order is preserved below.
Energy: -26464.3654 -25776.2053 -15536.9766 -6851.9561 eV